ORCA calculation (ωB97M-V/def2-TZVPD) on 11 unconnected molecules or ions with the total composition C29H72F12N10O13PS2 at a distorted geometry.

The HOMO-LUMO gap (alpha / beta) is 1.5 / 5.7 eV.

```
! RIJCOSX wB97M-V def2-TZVPD def2/J DEFGRID3
* xyz 6 2
C 0.098 1.680 -0.645
F 1.098 2.230 -1.330
F -0.897 2.603 -0.246
F -0.396 0.745 -1.427
S 0.781 0.864 1.019
O 2.190 0.494 0.816
O 0.488 1.937 1.901
N -0.390 -0.321 1.188
S 0.393 -1.561 0.821
O 0.722 -1.684 -0.602
O 1.292 -2.058 1.862
C -0.995 -2.936 1.051
F -1.807 -2.596 2.154
F -1.804 -3.001 -0.043
F -0.402 -4.115 1.347
C -2.814 6.729 -3.025
C -2.041 6.985 -1.741
O -2.338 7.883 -0.994
N -0.838 6.022 -1.549
H -0.888 5.325 -2.279
H 0.061 6.439 -1.743
C -1.107 5.363 -0.146
H -3.677 6.143 -2.711
H -2.170 6.044 -3.577
H -3.066 7.660 -3.534
H -1.138 6.077 0.678
H -0.177 4.835 0.067
H -1.990 4.731 -0.240
C -3.102 -0.135 -2.714
C -4.549 0.149 -3.047
O -5.427 -0.718 -2.980
N -4.971 1.556 -3.260
H -4.365 2.040 -3.907
H -5.864 1.532 -3.732
C -5.322 2.223 -1.942
H -2.608 0.821 -2.537
H -2.584 -0.595 -3.555
H -3.071 -0.760 -1.822
H -5.660 3.222 -2.215
H -4.456 2.166 -1.283
H -6.253 1.706 -1.710
C 3.432 5.392 2.673
C 1.944 5.050 2.832
O 1.010 5.768 2.518
N 1.499 3.924 3.793
H 0.672 3.431 3.489
H 2.256 3.266 3.675
C 1.167 4.465 5.173
H 3.926 5.664 3.605
H 3.627 6.143 1.908
H 3.850 4.455 2.305
H 0.385 5.181 4.920
H 2.073 4.829 5.658
H 0.661 3.767 5.840
C -0.100 -8.245 -3.172
C -0.336 -8.262 -1.723
O 0.515 -8.584 -0.889
N -1.698 -7.713 -1.201
H -2.331 -7.981 -1.942
H -1.966 -8.291 -0.418
C -1.723 -6.220 -1.070
H 0.924 -8.605 -3.278
H -0.115 -7.223 -3.550
H -0.766 -8.962 -3.651
H -0.864 -5.984 -0.442
H -2.636 -5.792 -0.657
H -1.737 -5.871 -2.103
C 3.519 4.684 -6.100
C 2.875 3.372 -5.490
O 2.089 2.681 -6.080
N 3.121 3.170 -3.983
H 3.989 3.566 -3.652
H 2.403 3.670 -3.478
C 2.985 1.746 -3.568
H 4.595 4.581 -5.961
H 3.320 5.606 -5.554
H 3.252 4.732 -7.155
H 3.752 1.237 -4.152
H 1.945 1.464 -3.736
H 3.156 1.645 -2.497
C 0.396 -2.593 4.948
C -0.364 -3.779 5.560
O 0.299 -4.665 6.066
N -1.905 -3.881 5.297
H -2.205 -2.943 5.072
H -2.127 -4.336 4.423
C -2.691 -4.391 6.486
H -0.004 -2.536 3.936
H 1.482 -2.684 4.919
H 0.162 -1.663 5.468
H -3.698 -4.569 6.109
H -2.842 -3.498 7.092
H -2.045 -5.121 6.975
C -5.124 -0.839 2.131
C -3.958 -0.093 1.428
O -4.221 0.453 0.349
N -2.788 0.313 2.262
H -2.648 -0.382 2.982
H -1.960 0.087 1.730
C -2.684 1.773 2.656
H -5.398 -0.275 3.022
H -4.925 -1.872 2.418
H -5.953 -1.018 1.446
H -2.613 2.495 1.842
H -1.765 1.802 3.242
H -3.606 1.800 3.236
C 4.636 -2.700 -2.811
C 3.240 -2.132 -2.995
O 2.836 -1.060 -2.477
N 2.459 -2.990 -3.964
H 2.830 -2.882 -4.897
H 2.706 -3.959 -3.826
C 0.895 -2.816 -3.831
H 5.079 -3.026 -3.752
H 4.636 -3.659 -2.292
H 5.290 -2.058 -2.221
H 0.630 -1.846 -4.251
H 0.561 -2.800 -2.794
H 0.457 -3.692 -4.308
C 6.705 4.137 0.667
C 5.524 3.187 0.771
O 4.538 3.652 0.254
N 5.723 1.868 1.442
H 6.624 1.653 1.845
H 4.993 2.000 2.128
C 5.262 0.726 0.562
H 7.667 3.687 0.912
H 6.636 5.059 1.245
H 6.905 4.390 -0.375
H 4.997 -0.114 1.204
H 6.151 0.524 -0.036
H 4.428 1.140 -0.006
P -3.417 -6.499 2.487
F -2.340 -7.438 1.702
F -4.560 -7.593 1.947
F -3.068 -7.290 3.858
F -4.514 -5.550 3.324
F -2.238 -5.459 2.916
F -3.712 -5.528 1.218
*
```

Atom charges from the Löwdin analysis, given in e for atoms 1 to 99: number 1, C, carries -0.550; number 2, F, carries 0.107; number 3, F, carries 0.047; number 4, F, carries 0.141; number 5, S, carries 0.684; number 6, O, carries -0.309; number 7, O, carries -0.314; number 8, N, carries -0.279; number 9, S, carries 0.570; number 10, O, carries -0.326; number 11, O, carries -0.284; number 12, C, carries -0.503; number 13, F, carries 0.054; number 14, F, carries 0.110; number 15, F, carries 0.128; number 16, C, carries 0.053; number 17, C, carries -0.361; number 18, O, carries 0.218; number 19, N, carries 0.114; number 20, H, carries 0.135; number 21, H, carries 0.178; number 22, C, carries 0.045; number 23, H, carries 0.107; number 24, H, carries 0.071; number 25, H, carries 0.129; number 26, H, carries 0.109; number 27, H, carries 0.069; number 28, H, carries 0.106; number 29, C, carries 0.016; number 30, C, carries -0.356; number 31, O, carries 0.183; number 32, N, carries 0.080; number 33, H, carries 0.176; number 34, H, carries 0.181; number 35, C, carries 0.050; number 36, H, carries 0.058; number 37, H, carries 0.096; number 38, H, carries 0.095; number 39, H, carries 0.107; number 40, H, carries 0.075; number 41, H, carries 0.129; number 42, C, carries 0.056; number 43, C, carries -0.310; number 44, O, carries 0.145; number 45, N, carries 0.077; number 46, H, carries 0.125; number 47, H, carries 0.152; number 48, C, carries 0.065; number 49, H, carries 0.122; number 50, H, carries 0.117; number 51, H, carries 0.040; number 52, H, carries 0.116; number 53, H, carries 0.121; number 54, H, carries 0.119; number 55, C, carries 0.022; number 56, C, carries -0.343; number 57, O, carries 0.170; number 58, N, carries 0.109; number 59, H, carries 0.170; number 60, H, carries 0.167; number 61, C, carries 0.007; number 62, H, carries 0.113; number 63, H, carries 0.087; number 64, H, carries 0.122; number 65, H, carries 0.100; number 66, H, carries 0.088; number 67, H, carries 0.095; number 68, C, carries 0.060; number 69, C, carries -0.317; number 70, O, carries 0.189; number 71, N, carries 0.086; number 72, H, carries 0.176; number 73, H, carries 0.164; number 74, C, carries -0.017; number 75, H, carries 0.098; number 76, H, carries 0.097; number 77, H, carries 0.114; number 78, H, carries 0.122; number 79, H, carries 0.103; number 80, H, carries 0.080; number 81, C, carries 0.017; number 82, C, carries -0.298; number 83, O, carries 0.182; number 84, N, carries 0.095; number 85, H, carries 0.148; number 86, H, carries 0.113; number 87, C, carries 0.062; number 88, H, carries 0.041; number 89, H, carries 0.103; number 90, H, carries 0.089; number 91, H, carries 0.117; number 92, H, carries 0.106; number 93, H, carries 0.117; number 94, C, carries -0.018; number 95, C, carries -0.545; number 96, O, carries -0.099; number 97, N, carries 0.009; number 98, H, carries 0.147; number 99, H, carries 0.035